Below is C38H33Cl4CuF12N7O18S4 as an isolated structure in a non-equilibrium geometry, with properties calculated with the ωB97M-V functional and the def2-TZVPD basis.

Its energy above the lowest of the compared OMol25 structures with the same formula, charge and spin is 55.1 kcal/mol. The multiplicity is 2.

Last column: Löwdin charge in e.
Geometry (Å):
Cu1 -1.08294 -0.34123 -2.59329  0.864
C1 -4.85108 0.07880 -4.21409  -0.655
F1 -6.09539 -0.34043 -4.00896  0.162
F2 -4.16532 -0.85199 -4.86477  0.158
F3 -4.85004 1.20294 -4.91144  0.160
S1 -4.12982 0.34093 -2.48657  0.661
O1 -5.08220 1.08400 -1.72421  -0.260
O2 -3.82578 -0.99960 -2.09729  -0.322
N1 -2.61296 1.07220 -2.80271  -0.301
S2 -2.89906 2.65129 -2.52729  0.630
O3 -3.95085 3.21600 -3.33001  -0.245
O4 -3.00598 2.99447 -1.13785  -0.287
C2 -1.29832 3.45639 -3.16738  -0.673
F4 -1.43968 4.75439 -3.20510  0.194
F5 -0.28513 3.11499 -2.39133  0.139
F6 -1.03954 3.00190 -4.39665  0.137
C3 1.97258 -2.00938 -0.51834  -0.653
F7 2.50046 -1.71427 0.65760  0.160
F8 2.13849 -1.00669 -1.36204  0.138
F9 2.55292 -3.10726 -0.97995  0.167
S3 0.13541 -2.39983 -0.28907  0.683
O5 -0.16577 -3.37876 -1.28245  -0.255
O6 -0.13579 -2.81364 1.04436  -0.223
N2 -0.62673 -0.90446 -0.73085  -0.316
S4 -0.50533 0.21431 0.40757  0.606
O7 0.44878 0.02200 1.46591  -0.231
O8 -0.43223 1.47214 -0.29313  -0.286
C4 -2.18433 0.21807 1.24633  -0.672
F10 -2.19722 1.12897 2.20163  0.165
F11 -3.10004 0.53164 0.33589  0.041
F12 -2.48081 -0.97865 1.72737  0.141
Cl1 -6.20473 -3.46078 -1.29525  0.569
C5 -6.22213 -2.41833 0.15211  -0.623
C6 -5.60450 -1.07621 -0.19312  -0.695
Cl2 -5.49251 -0.03493 1.20491  0.735
H1 -5.66245 -2.91495 0.93790  0.071
H2 -7.26907 -2.27996 0.41293  0.069
H3 -6.09674 -0.53320 -0.99621  0.055
H4 -4.59593 -1.28554 -0.55462  0.020
Cl3 -3.00416 5.03560 2.88885  0.608
C7 -3.24394 4.34819 1.27093  -0.649
C8 -4.52620 3.57721 1.23802  -0.703
Cl4 -6.00328 4.54483 1.49175  0.557
H5 -2.44465 3.71524 0.88474  0.060
H6 -3.30693 5.16892 0.55536  0.076
H7 -4.49993 2.71396 1.89926  0.021
H8 -4.67989 3.13020 0.25294  0.041
C9 -4.62615 1.00302 4.48206  -0.073
C10 -3.90604 -0.18195 4.56580  -0.075
C11 -3.69408 -0.77990 5.79965  0.003
C12 -4.16239 -0.14847 6.95223  -0.145
C13 -4.84406 1.07779 6.87093  0.004
C14 -4.98139 1.68382 5.64666  -0.057
N3 -3.71917 -0.63907 8.24041  -0.361
O9 -4.01281 0.02287 9.22008  0.075
O10 -3.07951 -1.67095 8.27824  0.077
H9 -4.63031 1.46908 3.50612  0.060
H10 -3.65750 -0.76160 3.68591  0.084
H11 -3.16826 -1.71894 5.88882  0.120
H12 -5.22031 1.48625 7.79696  0.118
H13 -5.58747 2.56708 5.48411  0.115
C15 5.64189 -1.04074 -0.25311  -0.064
C16 5.51174 -1.93021 0.79219  -0.069
C17 5.34928 -3.27820 0.56993  -0.005
C18 5.37286 -3.75727 -0.73488  -0.153
C19 5.65489 -2.89013 -1.78290  -0.001
C20 5.76555 -1.52257 -1.54859  -0.050
N4 5.06437 -5.16359 -1.01285  -0.346
O11 5.15217 -5.57447 -2.14464  0.071
O12 4.62777 -5.80839 -0.08695  0.097
H14 5.75672 0.02333 -0.09061  0.094
H15 5.59327 -1.54339 1.80076  0.116
H16 5.14506 -3.92792 1.40937  0.127
H17 5.77665 -3.27148 -2.78875  0.097
H18 6.09151 -0.82427 -2.30866  0.104
C21 5.35415 -3.22109 -5.56646  -0.068
C22 4.79918 -4.33174 -4.93062  -0.076
C23 3.58504 -4.19862 -4.30738  -0.006
C24 2.88705 -2.98408 -4.39546  -0.140
C25 3.45942 -1.89118 -5.03755  0.011
C26 4.73181 -1.98464 -5.59414  -0.055
N5 1.55683 -2.92535 -3.87600  -0.324
O13 0.91998 -3.93946 -3.77563  0.135
O14 1.09189 -1.81390 -3.63311  0.009
H19 6.30374 -3.31639 -6.08171  0.112
H20 5.31491 -5.27868 -4.98753  0.119
H21 3.18685 -5.06635 -3.79847  0.126
H22 2.95378 -0.93441 -5.01620  0.102
H23 5.20382 -1.07783 -5.94040  0.110
C27 -0.83330 2.20815 4.69297  -0.070
C28 -0.12780 1.07346 5.09827  -0.050
C29 1.10184 0.78730 4.53582  0.003
C30 1.59020 1.63778 3.55766  -0.171
C31 0.95328 2.82604 3.22531  0.011
C32 -0.28931 3.10001 3.78631  -0.073
N6 2.84994 1.35211 2.87434  -0.311
O15 3.52085 0.42789 3.26265  0.108
O16 3.17443 2.06300 1.94333  0.017
H24 -1.78427 2.38036 5.18335  0.107
H25 -0.67131 0.46423 5.80860  0.106
H26 1.55399 -0.17019 4.75460  0.126
H27 1.37150 3.50400 2.49755  0.123
H28 -0.85068 3.98926 3.54037  0.033
C33 5.19639 2.41357 -1.13557  -0.054
C34 5.29957 2.29002 -2.52856  -0.060
C35 4.19609 1.89931 -3.26083  0.002
C36 3.00924 1.56529 -2.59508  -0.143
C37 2.89687 1.77248 -1.22606  0.018
C38 3.97805 2.20786 -0.49213  -0.046
N7 1.84941 1.20185 -3.36924  -0.284
O17 1.85352 1.43128 -4.56788  0.107
O18 0.88834 0.69943 -2.79546  -0.051
H29 6.02080 2.70731 -0.49919  0.115
H30 6.22148 2.62259 -2.98363  0.109
H31 4.20431 1.77285 -4.33468  0.116
H32 1.91569 1.64285 -0.77861  0.104
H33 3.89887 2.25441 0.58578  0.050